Record 1
20
Properties=species:S:1:pos:R:3 method="wB97M-V/def2-TZVPD" smiles="C=C=C(C)CC.C#C" homo_lumo_gap_ev=9.7 homo_ev=-8.596 lumo_ha=0.0394 largest_force_ha_per_bohr=0.074 molar_mass_g_mol=108.2
C 0.40336 2.00875 1.63463
C 0.10316 1.14269 0.75642
C -0.46799 0.39221 -0.16723
C -1.05962 0.85068 -1.52680
C -0.71154 -1.11378 0.09842
C -0.43113 -1.57220 1.59882
H -0.31730 2.55646 2.20784
H 1.33441 2.45123 1.76361
H -2.08572 1.13028 -1.32960
H -1.15083 0.14495 -2.36490
H -0.50955 1.68127 -1.94964
H -0.01392 -1.62159 -0.57452
H -1.67096 -1.32942 -0.32084
H 0.61487 -1.62642 2.00971
H -0.71673 -2.61172 1.70125
H -1.01329 -0.97612 2.25791
C 2.86059 0.25364 -0.97810
C 1.96325 -0.33804 -1.49904
H 3.87642 0.60934 -0.56146
H 1.47672 -1.08494 -1.97372



Record 2
99
Properties=species:S:1:pos:R:3 method="wB97M-V/def2-TZVPD" homo_lumo_gap_ev="5.7 / 5.8" homo_ev="-11.898 / -12.721" spin_multiplicity=2 lumo_ha="-0.2294 / -0.2554" charge=+2 largest_force_ha_per_bohr=0.049 s2=0.817 molar_mass_g_mol=1191.8
Ir -0.28668 -0.10952 0.65756
C -1.43598 -3.50022 2.71073
Sb -1.19122 -2.63678 0.76707
C 0.29704 -4.01183 0.08177
C -2.89141 -3.59411 -0.19909
C -2.40903 -4.26811 -1.42355
C -2.32413 -5.65534 -1.49787
C -1.83121 -6.28641 -2.62814
C -1.39200 -5.52474 -3.70589
C -1.48180 -4.14725 -3.64833
C -2.00301 -3.49261 -2.52393
C -2.12713 -2.02506 -2.52340
Sb -0.20494 -0.83964 -2.02134
C 0.76280 -1.35816 -3.87887
C -1.16343 0.98511 -2.63635
H -1.49781 -4.58166 2.60303
H -2.34970 -3.13156 3.17474
H -0.59008 -3.25231 3.35137
H -0.13495 -5.00992 0.08222
H 1.16213 -3.99518 0.74206
H 0.60627 -3.76476 -0.93411
H -3.63206 -2.82414 -0.41295
H -3.30587 -4.28104 0.53680
H -2.66677 -6.25378 -0.66102
H -1.79457 -7.36642 -2.67114
H -0.99125 -6.00841 -4.58632
H -1.16009 -3.54988 -4.49399
H -2.84423 -1.62061 -1.81437
H -2.28605 -1.60998 -3.51790
H 0.02247 -1.31543 -4.67604
H 1.17510 -2.36395 -3.82089
H 1.56165 -0.64686 -4.07680
H -1.22639 0.99472 -3.72342
H -0.59264 1.84561 -2.29549
H -2.16271 1.02240 -2.20556
N -3.32589 9.68979 0.01466
C -2.93986 8.60818 0.03414
C -2.48584 7.25068 0.06091
C -1.86654 6.74083 1.20038
C -1.44387 5.42494 1.21691
C -1.65437 4.59452 0.11519
C -2.27212 5.11721 -1.02162
C -2.68048 6.43685 -1.05509
C -1.22312 3.18334 0.17130
C 0.13669 2.93547 0.40778
C 1.17105 3.90849 0.41611
C 2.35808 3.22587 0.57619
C 2.02958 1.86918 0.65967
N 0.70000 1.68761 0.55874
C -2.18571 2.18163 -0.02891
C -3.56353 2.40236 -0.27372
C -4.15227 1.16158 -0.42072
C -3.13336 0.22531 -0.24335
N -1.94692 0.81191 -0.00651
H -1.72554 7.37440 2.06485
H -0.96558 5.02478 2.10179
H -2.40162 4.49383 -1.89688
H -3.15224 6.84423 -1.93836
H 1.03672 4.96949 0.28882
H 3.34818 3.64773 0.62654
H 2.71203 1.04830 0.80630
H -4.05183 3.35994 -0.32171
H -5.19007 0.95675 -0.62515
H -3.23735 -0.84816 -0.26244
S 3.33913 -1.52724 7.12818
N 3.70935 -1.87076 5.60265
C 2.72441 -1.41744 4.84995
C 2.66389 -1.49177 3.41204
C 3.68138 -2.03588 2.63021
C 3.53732 -2.03083 1.25672
C 2.38389 -1.49477 0.70551
N 1.39791 -0.97980 1.43798
C 1.52414 -0.95959 2.78592
C 0.45861 -0.35368 3.55112
N -0.61194 0.11769 2.87796
C -1.59837 0.71368 3.52315
C -1.59309 0.87060 4.90617
C -0.52456 0.38032 5.62562
C 0.52538 -0.24470 4.95148
C 1.68655 -0.79503 5.60447
N 1.92570 -0.79624 6.90235
H 4.56151 -2.43426 3.11747
H 4.30635 -2.43082 0.61162
H 2.24088 -1.45756 -0.36716
H -2.42328 1.07163 2.91779
H -2.42092 1.36451 5.39377
H -0.47909 0.46322 6.70373
S 1.99537 1.00586 -1.34833
C 3.38806 0.74504 -2.32587
C 4.09271 1.87456 -2.79101
C 5.18582 1.71125 -3.61609
C 5.60443 0.43210 -3.97344
C 4.91768 -0.69125 -3.51148
C 3.82000 -0.54337 -2.69122
H 3.75814 2.86116 -2.50063
H 5.71389 2.57836 -3.98897
H 6.47189 0.30864 -4.60759
H 5.24639 -1.67995 -3.80294
H 3.28593 -1.41284 -2.32756